{
  "formula": "C21H55NO9",
  "method": "wB97M-V/def2-TZVPD",
  "de_lowest_kcal_mol": 0.0,
  "homo_ev": -9.59,
  "total_charge": 0,
  "homo_lumo_gap_ev": 10.2,
  "elements": ["O", "O", "O", "O", "O", "O", "O", "O", "O", "N", "C", "C", "C", "C", "C", "C", "C", "C", "C", "C", "C", "C", "C", "C", "C", "C", "C", "C", "C", "C", "C", "H", "H", "H", "H", "H", "H", "H", "H", "H", "H", "H", "H", "H", "H", "H", "H", "H", "H", "H", "H", "H", "H", "H", "H", "H", "H", "H", "H", "H", "H", "H", "H", "H", "H", "H", "H", "H", "H", "H", "H", "H", "H", "H", "H", "H", "H", "H", "H", "H", "H", "H", "H", "H", "H", "H"],
  "positions_angstrom": [[1.476810, -3.432050, 1.178477], [5.373941, -4.446667, -2.892338], [-6.064359, -1.672898, -1.146425], [-0.863827, 0.315106, 1.787026], [1.239379, 4.197315, -0.426971], [-4.689040, 0.489623, -0.592533], [-6.157515, -2.205718, 1.057421], [-1.901549, 2.587424, 3.317020], [0.704327, -1.037219, -2.935687], [-4.923518, -0.435976, 0.428982], [0.025222, 5.448312, 1.258191], [-1.462103, -0.032522, -2.485514], [-2.886661, -1.944763, 0.434256], [5.354088, -3.957152, -4.231319], [0.484576, 0.053109, 2.180916], [-5.737921, -1.467044, -0.013629], [-3.613120, 4.033009, 4.229229], [4.190407, -4.555916, -5.004760], [1.408987, 1.073820, 1.542631], [1.545557, -3.045469, -0.192705], [-0.058575, 4.627301, -0.017389], [0.678266, 1.245833, -2.103926], [-2.147377, 3.637193, 4.259020], [6.685293, -4.209060, -4.919892], [0.618292, 0.021552, 3.693833], [2.900399, -3.351666, -0.800460], [0.408904, -3.659650, -0.988223], [-3.688482, -0.825903, 1.126449], [-1.688737, 3.223837, 5.646395], [-0.746692, 5.388929, -1.138283], [0.003573, -0.115060, -2.093988], [0.496357, -4.750376, -1.020586], [1.638344, -0.226929, 3.989880], [2.956083, -2.994472, -1.828629], [-3.808808, 4.862620, 4.909845], [1.288095, 1.073388, 0.458145], [-0.551762, -3.416895, -0.529571], [7.500160, -3.762242, -4.350727], [-1.830599, -1.660460, 0.395533], [1.161539, 2.078092, 1.899584], [1.401796, -1.962124, -0.158136], [-3.910024, 4.327959, 3.222971], [-3.072794, 0.069701, 1.178233], [-0.184619, 6.296361, -1.378865], [1.764481, 4.981351, -0.622734], [3.248796, -4.352429, -4.494478], [0.183723, 1.939110, -1.421615], [-2.427013, 1.822297, 3.584632], [4.135916, -4.148743, -6.015473], [-3.219782, -2.115850, -0.596402], [-0.801802, 4.776400, -2.038255], [0.620411, 6.350438, 1.087437], [-1.758310, 5.681691, -0.853649], [1.722960, 1.156731, -1.806169], [-5.989713, -3.137796, 0.872329], [1.602119, -4.383090, 1.264369], [6.693542, -3.792678, -5.928198], [-0.633225, 2.951855, 5.637379], [0.080814, -0.546272, -1.092594], [0.675666, -0.706729, -3.840506], [6.873065, -5.284264, -4.995232], [-2.935394, -2.883112, 0.992776], [-1.101906, 1.194158, 2.113352], [-3.959715, -1.122096, 2.140856], [2.456242, 0.874212, 1.775289], [-2.259258, 2.356306, 5.990234], [0.646084, 1.675328, -3.110126], [-1.562850, 0.358561, -3.502275], [-0.608318, 3.704500, 0.184024], [4.307606, -5.641026, -5.081967], [-0.965203, 5.751412, 1.601969], [0.704011, -0.941385, 1.784394], [-2.007512, 0.631932, -1.811914], [3.081509, -4.430412, -0.807865], [-1.923282, -1.020644, -2.455304], [-4.221451, 0.014914, -1.300628], [3.699896, -2.883663, -0.225973], [-4.239142, 3.188830, 4.531947], [5.509089, -5.400369, -2.923289], [0.362239, 0.999081, 4.112193], [0.414311, -3.278115, -2.008996], [5.199811, -2.880880, -4.124965], [-1.834161, 4.032470, 6.363719], [0.508890, 4.873877, 2.049337], [-1.538786, 4.473042, 3.907909], [-0.056669, -0.721192, 4.120980]],
  "forces_ev_per_angstrom": [[0.02, 0.09, 0.32], [0.02, 0.02, 0.05], [-0.02, -0.08, -0.18], [-0.13, -0.05, 0.02], [-0.01, -0.06, 0.03], [0.31, -0.06, 0.02], [0.63, -0.06, 0.17], [0.00, -0.10, -0.06], [0.00, -0.02, 0.03], [-0.22, 0.11, -0.25], [0.08, -0.05, 0.09], [-0.05, -0.04, -0.03], [0.26, 0.19, 0.09], [-0.02, -0.05, -0.07], [0.14, -0.02, -0.07], [-0.03, 0.04, 0.36], [-0.01, 0.01, -0.05], [-0.05, 0.00, 0.05], [-0.01, 0.04, -0.09], [-0.08, -0.03, -0.09], [-0.02, 0.11, -0.03], [-0.04, -0.06, -0.05], [-0.08, 0.04, 0.05], [0.04, 0.01, 0.05], [-0.10, 0.02, 0.02], [0.04, -0.03, 0.10], [-0.13, -0.04, -0.03], [0.09, -0.14, 0.12], [0.06, -0.04, -0.02], [-0.01, -0.04, -0.04], [0.02, 0.06, -0.02], [0.07, 0.01, 0.01], [0.00, 0.00, -0.01], [-0.01, 0.00, 0.00], [0.00, -0.01, 0.00], [0.04, -0.01, 0.11], [0.03, 0.00, -0.01], [-0.01, 0.00, 0.00], [-0.14, -0.03, 0.00], [0.04, 0.01, 0.02], [0.07, -0.01, -0.05], [0.01, 0.00, 0.00], [-0.23, -0.02, 0.05], [-0.02, 0.01, 0.02], [0.00, -0.01, 0.00], [0.00, 0.01, 0.00], [0.04, -0.02, -0.04], [-0.03, 0.05, 0.04], [0.01, 0.00, 0.00], [0.00, -0.03, 0.14], [0.00, -0.01, 0.00], [-0.05, 0.02, -0.01], [0.00, 0.00, 0.00], [-0.01, 0.03, -0.01], [-0.41, -0.04, -0.21], [0.02, 0.01, -0.19], [-0.01, 0.00, 0.00], [0.00, 0.01, 0.00], [-0.03, 0.01, -0.01], [-0.01, 0.05, 0.03], [-0.01, 0.00, -0.03], [-0.14, 0.03, -0.17], [0.17, 0.09, -0.03], [0.01, 0.10, -0.08], [-0.01, -0.01, 0.03], [-0.02, 0.02, 0.01], [-0.02, 0.02, 0.01], [0.00, 0.03, 0.01], [0.03, -0.02, 0.01], [0.01, 0.01, -0.03], [-0.01, 0.00, -0.03], [-0.01, 0.00, 0.03], [0.04, 0.02, 0.03], [-0.01, 0.00, -0.05], [0.02, -0.02, -0.01], [-0.15, -0.01, -0.06], [-0.01, 0.01, 0.00], [0.00, 0.02, 0.03], [0.00, 0.01, -0.01], [0.03, 0.00, 0.00], [-0.01, -0.02, 0.00], [0.00, -0.01, 0.01], [-0.01, 0.00, 0.00], [-0.02, -0.01, -0.01], [0.02, -0.04, -0.03], [0.01, -0.01, -0.01]],
  "lowdin_charge": [-0.06, -0.06, 0.13, -0.07, -0.06, 0.01, 0.11, -0.08, -0.06, -0.11, -0.06, -0.05, -0.06, -0.51, -0.47, -0.58, -0.05, -0.06, -0.03, -0.50, -0.51, -0.06, -0.49, -0.06, -0.05, -0.05, -0.05, -0.17, -0.05, -0.06, -0.48, 0.08, 0.08, 0.07, 0.08, 0.05, 0.06, 0.08, 0.05, 0.08, 0.11, 0.08, 0.09, 0.08, 0.09, 0.07, 0.06, 0.09, 0.08, 0.08, 0.08, 0.08, 0.08, 0.08, 0.12, 0.09, 0.08, 0.08, 0.11, 0.09, 0.08, 0.08, 0.05, 0.12, 0.09, 0.09, 0.09, 0.09, 0.13, 0.08, 0.08, 0.12, 0.08, 0.08, 0.07, 0.09, 0.08, 0.08, 0.09, 0.06, 0.07, 0.14, 0.08, 0.07, 0.13, 0.08]
}

***

{
  "formula": "C20H40Br8NOS",
  "method": "wB97M-V/def2-TZVPD",
  "homo_ev": [-7.84, -8.79],
  "total_charge": 0,
  "homo_lumo_gap_ev": [8.2, 9.2],
  "spin_multiplicity": 2,
  "elements": ["Br", "Br", "Br", "Br", "Br", "Br", "Br", "Br", "S", "O", "N", "C", "C", "C", "C", "C", "C", "C", "C", "C", "C", "C", "C", "C", "C", "C", "C", "C", "C", "C", "C", "H", "H", "H", "H", "H", "H", "H", "H", "H", "H", "H", "H", "H", "H", "H", "H", "H", "H", "H", "H", "H", "H", "H", "H", "H", "H", "H", "H", "H", "H", "H", "H", "H", "H", "H", "H", "H", "H", "H", "H"],
  "positions_angstrom": [[-1.226786, 3.094583, 4.733016], [-4.682501, -3.649966, 1.602955], [-1.682613, 4.595268, -2.056288], [5.757373, -2.108583, 1.564888], [-1.539283, -5.104112, 2.857228], [-1.946811, 5.081432, 1.726057], [4.056905, -3.467172, -1.378772], [-2.955388, 2.343679, -4.658645], [1.848889, 4.179081, 0.008802], [-1.502384, -1.329952, -2.369309], [-0.371746, -1.257062, -1.769148], [-1.384434, -0.076792, 0.181473], [2.483155, 0.804709, 0.432318], [1.360211, 1.639508, 1.008300], [-0.738423, 4.932338, 4.318505], [-3.338628, -5.843961, 2.864306], [0.610520, -0.398788, -2.450362], [-4.086439, -5.501884, 1.603805], [1.842372, 3.034426, 1.433095], [5.063349, -3.900715, 1.259496], [0.128147, 1.045214, -2.625328], [0.780572, -0.975974, -3.884937], [-1.182009, -2.514343, 0.134160], [1.993993, -0.403658, -1.781306], [2.086499, -0.526251, -0.253370], [-0.468843, -1.220296, -0.298361], [0.899891, -1.258469, 0.392083], [-3.926738, 3.306022, -3.276788], [-3.352156, 4.679227, -3.049230], [5.285988, -4.351528, -0.159264], [-1.834189, 5.653949, 3.581187], [-1.240436, 0.054074, 1.244392], [2.548964, -1.235268, -2.213165], [-2.406274, -0.371443, -0.015883], [5.085176, -5.416066, -0.256183], [-1.202675, 0.859559, -0.333492], [-0.901939, 1.085132, -2.950185], [0.181951, 4.886701, 3.745929], [-1.269717, -2.489813, 1.216539], [-3.209701, -6.920309, 2.952590], [3.131488, 0.536003, 1.267487], [0.781096, -0.966607, 1.426056], [4.011464, -3.874808, 1.524544], [-0.605752, -3.388762, -0.149928], [0.570687, 1.805602, 0.285782], [3.108296, 1.386585, -0.236657], [-3.894309, 2.688022, -2.385408], [1.805776, -0.879741, -4.219938], [-3.141206, 5.202933, -3.975499], [0.285515, 1.677725, -1.755844], [1.102127, 3.458876, 2.097449], [6.288015, -4.137285, -0.515122], [0.715338, 1.473607, -3.431120], [0.934816, 1.170474, 1.888656], [-4.992200, -6.098905, 1.526199], [2.495929, 0.491942, -2.128527], [2.817596, 2.999283, 1.902186], [2.939891, -1.167594, -0.079780], [0.470113, -2.012296, -3.900721], [-0.544847, 5.407596, 5.277415], [-4.027225, 5.276991, -2.440584], [-2.812702, 5.490203, 4.019977], [-2.181809, -2.544730, -0.272924], [0.140126, -0.432633, -4.570255], [-3.483798, -5.638309, 0.711885], [2.145647, 3.344656, -0.995718], [-4.952077, 3.374653, -3.633427], [-3.830062, -5.463702, 3.753373], [1.185450, -2.307572, 0.427408], [-1.624539, 6.720791, 3.548220], [5.597317, -4.545494, 1.953704]],
  "forces_ev_per_angstrom": [[0.06, 0.01, -0.07], [0.05, -0.04, -0.03], [0.07, 0.00, 0.00], [-0.08, -0.01, -0.02], [-0.05, -0.01, 0.07], [0.01, -0.02, 0.02], [0.08, -0.08, -0.05], [-0.03, -0.01, 0.01], [0.02, 0.50, 0.09], [0.30, -0.33, 0.02], [-0.33, 1.00, 0.31], [0.31, -0.13, -0.56], [-0.19, -0.70, 0.44], [0.31, 0.81, 0.05], [-0.06, -0.09, 0.17], [0.18, -0.08, -0.02], [0.67, 0.08, -1.04], [-0.17, 0.13, 0.02], [-0.36, -0.42, -0.89], [0.16, 0.08, 0.10], [0.09, -0.01, 0.10], [-0.49, 0.24, 0.43], [0.18, 0.47, 0.10], [-0.47, -0.79, 0.14], [0.04, 0.87, 0.03], [-0.55, -0.69, 0.75], [0.44, -0.21, -0.81], [-0.03, -0.04, -0.20], [0.05, 0.01, 0.22], [-0.18, -0.03, -0.08], [0.02, 0.03, -0.22], [-0.08, 0.13, 0.30], [0.05, -0.14, 0.00], [-0.29, 0.08, -0.01], [-0.02, 0.00, 0.03], [0.05, 0.16, 0.03], [-0.31, -0.04, 0.09], [0.01, 0.05, -0.03], [-0.01, -0.11, 0.19], [-0.02, -0.01, -0.04], [0.15, 0.06, 0.15], [-0.10, 0.16, 0.29], [-0.02, -0.03, -0.03], [-0.01, -0.18, -0.12], [-0.27, -0.15, -0.02], [0.06, 0.18, -0.25], [0.02, 0.03, 0.04], [0.22, 0.04, -0.06], [-0.02, -0.03, -0.04], [-0.13, 0.00, 0.18], [-0.02, 0.22, 0.29], [0.03, 0.02, 0.04], [0.19, 0.18, -0.12], [-0.15, -0.27, 0.08], [0.01, -0.02, 0.03], [0.21, 0.20, -0.02], [0.16, 0.05, 0.16], [0.27, -0.15, 0.03], [0.13, -0.28, -0.05], [-0.03, 0.01, 0.00], [-0.02, -0.03, 0.01], [0.02, -0.02, 0.07], [-0.18, -0.18, -0.22], [-0.13, -0.04, -0.20], [0.04, -0.01, 0.01], [0.10, -0.23, 0.17], [0.00, 0.04, 0.00], [-0.03, 0.02, 0.00], [0.04, -0.22, -0.03], [0.03, 0.00, 0.02], [0.02, -0.01, -0.02]],
  "mulliken_spin": [0.00, 0.00, 0.00, 0.00, 0.00, 0.00, 0.00, 0.00, 0.00, 0.54, 0.38, 0.05, 0.00, 0.00, 0.00, 0.00, 0.00, 0.00, 0.00, 0.00, 0.06, 0.02, 0.00, 0.00, 0.00, 0.00, 0.01, 0.00, 0.00, 0.00, 0.00, 0.00, -0.01, 0.00, 0.00, 0.00, -0.02, 0.00, 0.00, 0.00, 0.00, 0.00, 0.00, -0.01, 0.00, 0.00, 0.00, 0.00, 0.00, -0.01, 0.00, 0.00, 0.00, 0.00, 0.00, 0.00, 0.00, 0.01, -0.01, 0.00, 0.00, 0.00, 0.00, 0.00, 0.00, 0.00, 0.00, 0.00, -0.01, 0.00, 0.00]
}